Record 1
# C34H38IrN3O2S3Si

A structure of composition C34H38IrN3O2S3Si in a non-equilibrium geometry (ωB97M-V/def2-TZVPD, OMol25).

Output
Orbital gap (alpha / beta) = 6.862 / 6.304 eV
⟨S²⟩ = 0.760
Spin multiplicity = 2
Net charge = +1
ΔE to the lowest compared entry with this formula, charge and spin = 28.1 kcal per mole
Total energy = -3221.35944 Ha

Positions of all 82 atoms, in Å:
Ir -0.67990 -0.29550 -0.70260
C -2.65760 -3.56120 1.44744
C -2.05073 -2.86725 0.26117
N -2.15735 -1.56116 0.18086
N -3.01694 -1.01527 1.09639
C -3.10914 0.25055 1.10012
S -2.23136 1.31567 0.05299
S -4.30463 0.99528 2.17229
C -3.18980 1.93725 3.29122
C -2.58303 1.00552 4.30079
C -1.38957 0.34557 4.02838
C -0.86606 -0.56369 4.93948
C -1.52844 -0.81664 6.13228
C -2.72309 -0.16533 6.40652
C -3.24853 0.73551 5.49312
C -1.35230 -3.61962 -0.75217
C -1.30066 -5.03085 -0.67988
C -0.53174 -5.77302 -1.53575
C 0.22901 -5.11832 -2.51236
C 0.13541 -3.75605 -2.65647
C -0.68675 -2.98770 -1.81950
O -0.81633 -1.69859 -2.09537
H -2.69142 -2.88051 2.29117
H -2.08122 -4.44193 1.71260
H -3.68629 -3.86216 1.23578
H -3.83844 2.67685 3.75701
H -2.44521 2.43937 2.67743
H -0.86758 0.54678 3.09995
H 0.05883 -1.07742 4.71408
H -1.11830 -1.52106 6.84484
H -3.25213 -0.36566 7.32933
H -4.18916 1.23240 5.70327
H -1.89609 -5.54485 0.05977
H -0.51332 -6.85117 -1.45933
H 0.87554 -5.69124 -3.16431
H 0.67703 -3.22765 -3.43090
C 2.92058 0.68341 5.01711
Si 3.22528 0.89393 3.18930
C 5.00602 0.57986 2.72332
C 2.76758 2.63105 2.69080
C 2.26872 -0.50149 2.30571
C 2.56513 -1.81825 2.63852
C 1.97128 -2.89205 1.98090
C 1.05646 -2.62895 0.98677
N 0.73550 -1.36851 0.66527
C 1.32255 -0.34878 1.28798
S 0.69339 1.13779 0.65679
H 3.56300 1.37151 5.57324
H 3.13915 -0.32830 5.36778
H 1.88420 0.91355 5.27120
H 5.66268 1.29437 3.22613
H 5.14722 0.69685 1.64641
H 5.33396 -0.42492 2.99894
H 3.39581 3.31490 3.26850
H 1.72533 2.87422 2.90657
H 2.95042 2.82775 1.63250
H 3.27281 -2.01767 3.43740
H 2.21631 -3.91463 2.22923
H 0.57231 -3.41821 0.43516
C 0.45858 4.86409 -7.56063
C 0.28352 3.83688 -6.48087
C 0.31612 4.19202 -5.13672
C 0.15403 3.25928 -4.12689
C 0.19337 3.72978 -2.69923
C -0.05687 1.90767 -4.48898
C -0.25470 0.87917 -3.50946
O -0.16609 1.04494 -2.28380
C -0.09665 1.52743 -5.85542
C -0.30571 0.09702 -6.29633
C 0.07478 2.49975 -6.81810
H 0.77307 5.82355 -7.15541
H -0.48280 5.00856 -8.09482
H 1.19642 4.53037 -8.29083
H 0.47426 5.23047 -4.87010
H 0.31852 4.80976 -2.66379
H 1.01211 3.26151 -2.15105
H -0.72524 3.46538 -2.17283
H -0.50473 -0.11937 -3.87815
H -1.26297 -0.29677 -5.95097
H 0.48354 -0.55716 -5.92288
H -0.29824 0.03980 -7.38219
H 0.04727 2.22153 -7.86568

Record 2
# C34H38N4O5

The molecule C34H38N4O5 (ωB97M-V/def2-TZVPD, OMol25).

Output
Orbital gap = 8.235 eV
SMILES = COc1ccc([C@@H](C(=O)NC2CCCCC2)N(C(=O)Cc2c[nH]c3ccccc23)c2ccc(NC(C)=O)cc2)cc1OC
Spin multiplicity = 1
Net charge = 0
ΔE to the lowest compared entry with this formula, charge and spin = 0.0 kcal per mole
Total energy = -1913.71591 Ha

Positions of all 81 atoms, in Å:
C -5.17771 -4.55689 0.76748
O -4.57810 -4.10798 -0.42703
C -3.65588 -3.10558 -0.42554
C -3.01990 -2.91740 -1.65003
C -2.06557 -1.93825 -1.83843
C -1.71421 -1.10408 -0.78762
C -0.70243 -0.00870 -0.99403
C -1.29015 1.42436 -1.07809
O -0.54776 2.36742 -1.26828
N -2.62393 1.49757 -1.02323
C -3.33808 2.74892 -0.87846
C -3.81531 2.91800 0.56852
C -4.93323 1.93708 0.91363
C -6.09433 2.06998 -0.06645
C -5.61504 1.82795 -1.49429
C -4.50981 2.81547 -1.86081
N 0.34945 0.00992 0.02430
C 0.16026 0.72114 1.16352
O -0.93108 1.17939 1.45852
C 1.37991 0.92881 2.04410
C 2.43669 1.66967 1.28836
C 2.23482 2.75281 0.48228
N 3.41366 3.12451 -0.10285
C 4.40285 2.28229 0.31062
C 5.74931 2.23428 -0.02678
C 6.51577 1.23858 0.54016
C 5.96306 0.31501 1.43161
C 4.63036 0.35976 1.77227
C 3.82547 1.34664 1.20498
C 1.62350 -0.47816 -0.36139
C 2.32720 0.15254 -1.38204
C 3.60188 -0.26272 -1.69730
C 4.19377 -1.31943 -1.00542
N 5.51900 -1.63290 -1.30803
C 6.35561 -2.51543 -0.68454
C 7.76937 -2.43505 -1.22437
O 6.02169 -3.28193 0.18777
C 3.45745 -2.00011 -0.04121
C 2.17946 -1.57899 0.27372
C -2.34415 -1.28181 0.44086
C -3.30825 -2.25949 0.64528
O -3.94799 -2.42056 1.84879
C -3.53666 -1.63567 2.94282
H -5.78574 -5.41253 0.47378
H -5.81617 -3.79230 1.21421
H -4.43147 -4.87584 1.49827
H -3.30222 -3.57576 -2.45602
H -1.59594 -1.82736 -2.80393
H -0.20273 -0.18037 -1.95433
H -3.12743 0.66176 -0.76783
H -2.61128 3.53309 -1.11625
H -4.17517 3.93993 0.70217
H -2.96354 2.76097 1.23235
H -5.28084 2.12927 1.93100
H -4.55238 0.91347 0.88488
H -6.88119 1.35662 0.18802
H -6.51672 3.07492 0.00727
H -5.24634 0.80373 -1.58942
H -6.44853 1.94190 -2.19073
H -4.14564 2.61280 -2.86972
H -4.91457 3.82931 -1.84493
H 1.77345 -0.02863 2.38514
H 1.04839 1.49953 2.91611
H 1.31824 3.26209 0.25513
H 3.52231 3.88945 -0.74610
H 6.17812 2.95303 -0.71069
H 7.56747 1.17399 0.29869
H 6.59688 -0.45005 1.85507
H 4.21748 -0.36035 2.46229
H 1.88200 0.99636 -1.88785
H 4.16044 0.25256 -2.46614
H 5.93765 -1.02923 -2.00231
H 8.38534 -3.17712 -0.72530
H 7.77819 -2.62324 -2.29586
H 8.17988 -1.44498 -1.03681
H 3.89895 -2.83768 0.47121
H 1.61279 -2.10047 1.03071
H -2.08178 -0.61688 1.24530
H -4.14616 -1.97050 3.78109
H -3.71336 -0.56957 2.77129
H -2.47942 -1.79281 3.17687

Record 3
# C34H38N6O6P2Sr

A structure of composition C34H38N6O6P2Sr in a non-equilibrium geometry (ωB97M-V/def2-TZVPD, OMol25).

Output
Orbital gap (alpha / beta) = 2.539 / 2.660 eV
Spin multiplicity = 1
Net charge = 0
ΔE to the lowest compared entry with this formula, charge and spin = 22.3 kcal per mole
Total energy = -2811.28253 Ha

Positions of all 87 atoms, in Å:
Sr -3.97918 0.24049 -1.45728
C -5.47144 2.79861 -3.11943
C -4.60284 3.65226 -2.53664
C -4.81261 4.29126 -1.21677
C -5.46389 3.35913 -0.15441
C -5.18317 1.89223 -0.25142
C -6.16402 1.01969 -0.71399
C -7.16261 1.31027 -1.80503
C -6.87928 2.58495 -2.65254
C -0.97723 -1.90858 1.03776
H -5.35370 2.58837 -4.18556
H -3.79693 4.07870 -3.14375
H -5.51270 5.13205 -1.34296
H -3.87228 4.75679 -0.86063
H -5.08256 3.68540 0.82301
H -6.55163 3.54194 -0.15536
H -4.35694 1.54473 0.46988
H -6.29280 0.04642 -0.21179
H -8.21426 1.36891 -1.49786
H -7.23674 0.44664 -2.49328
H -7.46721 2.48020 -3.58501
H -7.26693 3.48709 -2.13660
H -1.06419 -2.37675 0.06157
H -1.14657 -2.54377 1.91623
H -0.15523 -1.21042 1.13889
P -1.41593 1.15353 1.74594
P 0.20473 2.33785 -0.63570
N -3.13755 0.44645 2.06651
N -1.07615 1.37089 3.45376
N -0.78515 1.90928 -2.01069
N 1.03652 3.57039 -1.57632
C -1.92838 2.84862 1.24551
C -0.98251 3.49730 0.21385
C -3.60228 -0.71931 1.41453
C -4.88259 -1.00212 1.87500
C -5.23737 0.01799 2.79829
C -4.16812 0.89245 2.88405
C -0.83933 0.25601 4.28858
C -0.55305 0.73408 5.55571
C -0.60049 2.16704 5.51698
C -0.92914 2.54072 4.21991
C -0.34321 1.18796 -3.12104
C -1.38378 1.05323 -4.00751
C -2.50719 1.69434 -3.45309
C -2.13378 2.20009 -2.20110
C 0.44303 4.63432 -2.29543
C 1.41510 5.21316 -3.10732
C 2.62989 4.47104 -2.90638
C 2.35443 3.45468 -2.00721
H -2.00593 3.49520 2.11693
H -2.95852 2.81934 0.86422
H -1.57767 4.10981 -0.48197
H -0.34712 4.23283 0.73432
H -2.83943 -1.40283 1.02387
H -5.47956 -1.86493 1.61105
H -6.16141 0.11089 3.35741
H -4.01144 1.78414 3.48867
H -0.88271 -0.75402 3.88595
H -0.31933 0.11965 6.42082
H -0.43947 2.86228 6.33383
H -1.05344 3.51238 3.74656
H 0.70595 0.95604 -3.24719
H -1.35457 0.49653 -4.92930
H -3.45260 1.91417 -3.95012
H -2.62548 2.88410 -1.52048
H -0.60698 4.88776 -2.15416
H 1.26142 6.09689 -3.72147
H 3.58935 4.67199 -3.36483
H 2.96031 2.66975 -1.59971
O -0.01181 -0.93321 -1.59734
C 1.09763 -0.52734 -1.26357
O 1.43058 0.74082 -1.03529
C 2.31882 -1.43454 -0.97439
C 3.15136 -1.02642 0.07618
C 4.37887 -1.67387 0.31861
C 4.78522 -2.73009 -0.51179
C 3.92869 -3.17471 -1.52826
C 2.66902 -2.54920 -1.76105
N 4.41846 -4.25146 -2.36389
O 5.54488 -4.73376 -2.11617
O 3.73024 -4.68378 -3.31411
N 5.19785 -1.20320 1.39592
O 4.77589 -0.26220 2.09888
O 6.30518 -1.74838 1.57807
H 2.82106 -0.19909 0.69018
H 5.77170 -3.18006 -0.36963
H 2.02253 -2.94588 -2.54057

Record 4
# C34H39As2InN6O2S2

A structure of composition C34H39As2InN6O2S2 (ωB97M-V/def2-TZVPD, OMol25).

Output
Orbital gap = 6.454 eV
Spin multiplicity = 1
Net charge = +2
ΔE to the lowest compared entry with this formula, charge and spin = 0.0 kcal per mole
Total energy = -7255.58050 Ha

Positions of all 86 atoms, in Å:
In -0.01834 1.51723 0.77877
O 5.24121 -3.06580 4.07513
C 4.36109 -2.99159 3.30302
O 3.70744 -3.74212 2.42289
C 3.29354 -2.27790 2.60772
C 3.62541 -1.41487 1.47553
C 2.91959 -0.30301 1.24723
N 1.76847 0.03309 1.99443
C 1.35331 -0.73038 2.92381
C 1.93262 -2.09530 3.24590
C 0.15623 -0.27380 3.69279
C -0.19045 -0.80933 4.92836
C -1.27234 -0.27210 5.61397
C -1.97725 0.77146 5.04401
C -1.56997 1.23129 3.79715
N -0.53587 0.72701 3.14214
C 3.29922 0.71066 0.23562
C 4.54198 0.71807 -0.39100
C 4.83262 1.72259 -1.29709
C 3.88845 2.70927 -1.54213
C 2.68749 2.63976 -0.86043
N 2.39988 1.66631 0.00229
H 4.49326 -1.68093 0.89210
H 2.03636 -2.20714 4.32543
H 0.37143 -1.61452 5.37383
H -1.54773 -0.66096 6.58422
H -2.81356 1.22976 5.55079
H -2.09121 2.04719 3.30790
H 5.28792 -0.02536 -0.15523
H 5.79516 1.74857 -1.78832
H 4.08381 3.52197 -2.22555
H 1.91842 3.39265 -1.00474
N -3.76296 -1.07819 -0.04308
C -3.41006 -0.37713 -1.26433
N -2.29312 0.23268 -1.34801
C -2.18298 0.82229 -2.60061
C -1.08951 1.55301 -3.06199
C -1.14389 2.07871 -4.33380
C -2.26242 1.88185 -5.15517
C -3.34675 1.14644 -4.72385
C -3.28927 0.61924 -3.43766
S -4.47914 -0.35010 -2.62038
H -4.19037 -0.43322 0.62612
H -4.45137 -1.80825 -0.23944
H -0.22507 1.69108 -2.42653
H -0.31087 2.65598 -4.70872
H -2.27733 2.31080 -6.14679
H -4.20490 0.98898 -5.36010
C -1.41294 6.42995 -1.14554
As -1.53610 4.49340 -0.90427
C -2.24470 4.52220 0.92883
C -3.24998 4.21035 -1.81131
H -2.33274 6.91559 -0.82241
H -1.24001 6.65787 -2.19631
H -0.57779 6.82256 -0.56740
H -3.03410 5.26683 1.02361
H -1.44670 4.76422 1.63162
H -2.65082 3.54161 1.18545
H -3.98119 4.94917 -1.48555
H -3.62706 3.21154 -1.58795
H -3.11527 4.29151 -2.88956
C -3.26542 -2.76155 2.20355
As -2.11156 -1.90746 0.87126
C 0.94342 -3.14886 2.71588
C -2.07816 -3.37839 -0.39643
H -2.64144 -3.42569 2.80293
H -4.05250 -3.36243 1.75051
H -3.69804 -2.02091 2.87590
H 1.33729 -4.15116 2.87336
H -0.01326 -3.06626 3.23063
H 0.79325 -2.99492 1.64142
H -1.25331 -4.03200 -0.10908
H -1.85334 -2.99381 -1.39025
H -3.00569 -3.94906 -0.38513
S 0.65730 -1.36386 -1.27011
C 1.78880 -2.44046 -1.92359
N 2.18726 -2.27427 -3.21555
C 3.07630 -3.06419 -3.86307
C 3.65458 -4.11189 -3.21791
C 3.29320 -4.33967 -1.87550
C 2.38733 -3.52938 -1.24808
H 1.76226 -1.49575 -3.70565
H 3.28094 -2.80927 -4.89190
H 4.36257 -4.74325 -3.72910
H 3.73631 -5.16566 -1.33599
H 2.10319 -3.70263 -0.22350

Record 5
# C34H39Cl3N6NaO5PS2Si

A structure of composition C34H39Cl3N6NaO5PS2Si (ωB97M-V/def2-TZVPD, OMol25).

Output
Orbital gap = 6.354 eV
Spin multiplicity = 1
Net charge = -2
ΔE to the lowest compared entry with this formula, charge and spin = 13.0 kcal per mole
Total energy = -4994.17301 Ha

Positions of all 92 atoms, in Å:
Na 1.54258 0.81773 0.67204
O -0.90637 3.50770 1.21221
S -1.18496 2.09978 1.02828
O -0.28406 1.20569 1.76214
O -1.39156 1.67967 -0.35163
C -2.80674 1.87415 1.78787
C -3.23943 2.87610 2.65132
C -4.49711 2.81575 3.22886
C -5.34145 1.75420 2.93000
C -4.90638 0.75535 2.07508
C -3.63252 0.78600 1.50691
P -3.05742 -0.57026 0.39338
C -4.20215 -0.30125 -1.02382
C -3.68231 0.38813 -2.11859
C -4.48086 0.65556 -3.22365
C -5.80018 0.22933 -3.25475
C -6.32354 -0.46617 -2.17162
C -5.52949 -0.72616 -1.06459
C -3.78942 -2.05253 1.18868
C -3.77208 -2.23822 2.57122
C -4.11541 -3.46162 3.13093
C -4.47914 -4.52698 2.32104
C -4.48335 -4.36206 0.94187
C -4.13345 -3.14229 0.38439
H -2.57270 3.70573 2.84047
H -4.82166 3.60147 3.90041
H -6.33587 1.70323 3.35759
H -5.56851 -0.07257 1.84992
H -2.65732 0.73482 -2.08690
H -4.06154 1.19715 -4.06259
H -6.41949 0.43455 -4.11987
H -7.35256 -0.80603 -2.18708
H -5.94756 -1.27679 -0.22985
H -3.47203 -1.42435 3.21919
H -4.08553 -3.58216 4.20719
H -4.74152 -5.48235 2.75862
H -4.74650 -5.19034 0.29502
H -4.11932 -3.03479 -0.69463
N 8.65865 3.62526 -1.61976
C 7.51262 2.80386 -1.69671
C 6.89175 2.57618 -2.92119
C 5.77467 1.75619 -2.99969
C 5.28658 1.14921 -1.85546
C 5.91222 1.35584 -0.63048
C 7.01886 2.18082 -0.55238
S 3.81807 0.15992 -1.88216
O 4.01997 -0.87996 -0.90271
O 3.60026 -0.26194 -3.25079
N 2.67410 1.10831 -1.28674
C 2.20647 2.17522 -1.97744
N 1.28345 2.89414 -1.29229
C 0.66656 3.86094 -1.93262
C 0.96446 4.20415 -3.24830
C 1.99097 3.47991 -3.82797
N 2.61678 2.47902 -3.22865
H 8.65821 4.35945 -2.31188
H 8.78904 4.01725 -0.69886
H 7.28046 3.05433 -3.81471
H 5.26181 1.59012 -3.93654
H 5.52759 0.86926 0.25801
H 7.48964 2.35287 0.40928
H -0.08769 4.39299 -1.35852
H 0.45401 5.00292 -3.76733
H 2.33288 3.71614 -4.83436
C 1.91138 -2.46931 3.11782
N 0.86144 -2.15811 2.16770
C -0.32338 -1.68297 2.85237
C 0.56530 -3.28421 1.30221
C -0.02987 -2.86736 -0.03582
N 0.91662 -2.17144 -0.87882
C 0.26234 -1.35785 -1.88566
C 1.87820 -3.06535 -1.48688
H 1.64059 -3.32410 3.76876
H 2.10851 -1.60612 3.75362
H 2.83596 -2.70290 2.59059
H -0.74948 -2.46332 3.51494
H -1.08409 -1.38664 2.13159
H -0.08431 -0.80124 3.44488
H -0.13298 -3.98558 1.80069
H 1.49172 -3.83559 1.13012
H -0.87795 -2.20544 0.14266
H -0.42890 -3.77000 -0.54476
H -0.37525 -1.96370 -2.56128
H 1.01825 -0.85390 -2.48684
H -0.36327 -0.60140 -1.40641
H 1.37625 -3.82771 -2.11796
H 2.46628 -3.58058 -0.72744
H 2.57266 -2.49725 -2.10190
Cl 5.36356 2.70717 3.30930
Si 3.72493 1.26051 2.99031
Cl 4.97185 -0.48579 2.63713
Cl 3.28014 0.85259 5.11424